No. 1
The following is a DFT calculation (ωB97M-V/def2-TZVPD) of a structure of composition C6H15N.

The geometry in XYZ format:
```
22
Properties=species:S:1:pos:R:3:forces:R:3:nbo_charge:R:1
C 2.55588 1.25520 0.60667 -0.09 -1.16 -1.71 -0.626
C 1.08642 1.04197 0.05688 -0.06 -3.40 -2.14 -0.186
C 0.78741 -0.34703 -0.67621 0.28 0.53 0.13 -0.385
C -0.63976 -0.38555 -1.36307 1.19 0.26 2.56 -0.398
C -1.56446 -1.35562 -0.61526 -1.85 -0.43 -2.60 -0.391
C -2.19130 -1.01041 0.73852 1.41 0.23 -0.59 -0.615
N 0.25623 0.78223 1.52288 1.46 4.09 -2.78 -0.829
H 2.54694 1.78148 1.54928 -0.06 0.35 0.09 0.229
H 3.27945 1.70679 -0.12076 -0.89 -0.12 0.54 0.215
H 2.95967 0.24384 0.81643 -0.29 0.49 0.00 0.223
H 0.57266 1.80794 1.00879 -2.11 -0.60 3.71 0.393
H 0.95698 -1.22435 0.03143 -0.17 1.26 -0.80 0.213
H 1.47133 -0.40333 -1.50571 0.78 -0.29 -0.28 0.193
H -0.51677 -0.73065 -2.40285 -0.34 0.54 0.40 0.216
H -1.02247 0.63995 -1.21368 -0.19 -0.30 -0.89 0.190
H -1.03949 -2.32315 -0.70677 -0.60 0.07 0.56 0.199
H -2.45285 -1.38728 -1.33179 0.87 -0.51 0.74 0.190
H -1.44352 -1.21479 1.50420 -0.35 0.21 0.39 0.219
H -2.42536 0.05425 0.69141 -0.12 0.05 0.35 0.191
H -3.11463 -1.53639 0.92981 -0.07 -0.35 -0.01 0.217
H -0.74478 0.82597 1.30266 0.27 -0.09 -0.25 0.330
H 0.68241 1.77893 -0.82287 0.92 -0.81 2.57 0.211
```
Forces are in eV/Å.

Properties
HOMO-LUMO gap = 10.312 eV
Total charge = 0

---

No. 2
The following is a DFT calculation (ωB97M-V/def2-TZVPD) of a cluster of 2 separate species, C6H15N in total.

The geometry in XYZ format:
```
22
Properties=species:S:1:pos:R:3:forces:R:3:nbo_charge:R:1
C -0.05397 -0.94921 -3.03574 -0.26 1.13 0.29 -0.128
C -0.34707 -2.24482 -2.69513 -2.89 -2.60 -0.90 0.079
N -1.63958 -2.78052 -2.92256 2.43 4.42 0.64 -0.541
H -0.82407 -0.21078 -3.29886 0.27 -0.54 -0.16 0.229
H 0.93798 -0.55228 -2.87318 0.11 -0.13 -0.08 0.247
H 0.40679 -2.95902 -2.35018 -0.30 0.32 0.04 0.255
H -2.34641 -2.02796 -3.12648 0.74 -1.23 -0.07 0.421
H -1.99089 -3.47669 -2.31022 -0.11 -1.34 0.31 0.432
C -0.75223 -0.20622 0.70519 -0.79 0.53 -0.22 -0.609
C 1.62621 2.43678 2.45704 -0.69 -0.64 0.60 -0.610
C 1.09496 1.37805 1.46297 -0.14 0.23 -0.03 -0.389
C -0.30655 0.78284 1.79514 0.87 0.12 0.07 -0.399
H -0.97078 0.35039 -0.23434 0.22 -0.26 0.38 0.179
H -1.70912 -0.65893 1.00822 0.33 -0.12 -0.16 0.217
H -0.02107 -0.99854 0.47681 -0.11 0.28 0.30 0.190
H 2.64132 2.77576 2.25882 -0.09 0.01 -0.30 0.220
H 1.66579 1.93098 3.43214 0.08 0.19 -0.05 0.206
H 0.96676 3.30165 2.61654 0.15 -0.20 -0.40 0.211
H 1.81344 0.54863 1.49453 -0.11 0.02 -0.15 0.193
H 1.09869 1.74307 0.41907 -0.05 0.05 0.37 0.181
H -0.22110 0.24920 2.75116 -0.05 0.05 -0.14 0.206
H -1.06911 1.56764 1.96905 0.38 -0.31 -0.35 0.210
```
Forces are in eV/Å.

Properties
Spin multiplicity = 2
HOMO-LUMO gap (alpha / beta) = 9.341 / 5.496 eV
Total charge = +1

---

No. 3
The following is a DFT calculation (ωB97M-V/def2-TZVPD) of a structure of composition C6H15N3.

The geometry in XYZ format:
```
24
Properties=species:S:1:pos:R:3:forces:R:3:nbo_charge:R:1
C 1.94133 -0.43020 0.11447 -0.06 -0.03 0.02 -0.676
C -1.48167 0.59796 -1.42958 0.08 -0.16 0.25 -0.621
C 0.37890 2.00043 -0.41741 -0.15 -0.21 0.44 -0.598
C 0.56985 -0.49287 -0.49055 -0.43 0.31 -0.46 0.409
C -0.30167 0.63049 -0.46680 0.56 -0.45 -0.72 -0.352
N 0.33274 -1.56489 -1.31029 0.13 0.73 0.44 -0.794
H -0.54943 -1.62231 -1.79238 0.16 -0.20 0.06 0.402
H 0.91059 -2.38400 -1.21299 -0.29 0.00 -0.04 0.396
H 1.89759 -0.02135 1.12246 -0.03 0.03 -0.02 0.254
H 2.59133 0.20585 -0.49514 -0.06 -0.02 0.00 0.227
H 2.39648 -1.41959 0.17485 -0.04 0.00 -0.01 0.214
H -2.07924 1.50159 -1.32141 -0.02 0.01 0.04 0.226
H -1.16725 0.53871 -2.47631 0.05 -0.01 -0.05 0.201
H 1.09075 2.06440 0.40460 0.03 0.05 0.01 0.215
H 0.91262 2.23039 -1.34404 -0.04 -0.04 -0.04 0.201
H -0.37427 2.77403 -0.25840 0.04 0.01 -0.01 0.214
H -2.14445 -0.24464 -1.21880 -0.06 -0.03 -0.03 0.209
N -1.19824 0.39714 2.10114 -0.23 0.52 -1.56 -0.634
C -0.45886 -1.65513 1.65862 -0.32 0.35 0.70 -0.265
N -0.37810 -0.60106 2.41306 0.71 -0.61 -0.43 -0.237
H -0.92102 0.57735 0.78379 -0.10 -0.19 1.43 0.350
H -0.86978 1.23033 2.58630 -0.06 -0.14 0.12 0.333
H -1.31304 -1.83873 1.00485 0.11 0.18 -0.19 0.151
H 0.21485 -2.47393 1.86997 0.02 -0.08 0.07 0.175
```
Forces are in eV/Å.

Properties
HOMO-LUMO gap = 8.186 eV
Total charge = 0

---

No. 4
The following is a DFT calculation (ωB97M-V/def2-TZVPD) of a cluster of 3 separate species, C6H15N3 in total.

The geometry in XYZ format:
```
24
Properties=species:S:1:pos:R:3:forces:R:3:nbo_charge:R:1
C 0.23459 -0.44641 0.21597 -4.81 1.35 -0.10 0.302
C 0.20084 -0.97256 1.62838 0.11 0.02 -0.08 -0.667
C -0.05937 -1.46392 -0.86398 0.18 0.09 0.06 -0.695
C 2.58196 -0.53290 0.10552 -0.11 1.75 -0.15 -0.557
N 0.93257 0.70759 0.02352 3.41 -1.75 0.51 -0.196
C -1.55830 0.72219 0.13417 1.40 -0.71 -0.13 0.130
N 0.91186 1.30539 -1.17718 -0.18 0.13 -0.77 -0.631
N -2.10071 0.74224 -1.15206 -0.38 -0.24 -0.23 -0.885
C -1.82304 1.66734 1.03682 -0.03 -0.46 0.18 -0.593
H 0.84727 2.30759 -1.06056 0.15 -0.10 0.11 0.377
H 0.21306 0.98570 -1.85306 0.12 -0.08 0.45 0.368
H -2.40853 -0.15741 -1.49412 0.05 0.01 -0.03 0.367
H -2.81408 1.44923 -1.32725 0.08 -0.12 0.18 0.360
H 0.62494 -0.24674 2.31893 0.01 0.03 -0.02 0.234
H -0.83825 -1.14897 1.90806 0.12 -0.03 -0.01 0.244
H 0.74609 -1.91289 1.71500 0.08 -0.02 0.01 0.209
H -0.03145 -1.04990 -1.87036 -0.05 0.06 0.02 0.217
H -1.04532 -1.89474 -0.68911 0.07 -0.05 0.00 0.228
H 0.67814 -2.26707 -0.82273 0.02 -0.05 0.00 0.221
H 2.62985 -1.61568 0.19747 -0.74 -0.02 0.09 0.185
H 2.99816 -0.04224 0.97696 0.25 0.00 -0.13 0.201
H 3.00073 -0.21355 -0.84307 0.06 0.18 0.10 0.198
H -1.22939 1.75405 1.93626 -0.02 -0.06 0.10 0.203
H -2.69161 2.32365 0.95642 0.20 0.07 -0.16 0.182
```
Forces are in eV/Å.

Properties
HOMO-LUMO gap = 7.661 eV
Total charge = 0

---

No. 5
The following is a DFT calculation (ωB97M-V/def2-TZVPD) of a cluster of 2 separate species, C6H15N3 in total.

The geometry in XYZ format:
```
24
Properties=species:S:1:pos:R:3:forces:R:3:nbo_charge:R:1
C 1.89149 0.00545 -0.16237 3.09 -0.16 1.06 0.662
C 3.15062 1.68187 0.97672 2.13 4.63 7.64 -0.232
C -2.41264 0.63952 -0.07208 -0.31 -1.12 -2.31 0.303
C -1.73713 1.18374 -1.27324 2.65 -1.11 1.69 -0.684
C 3.77194 -1.65721 -0.23085 -1.61 -2.03 -1.40 -0.418
C -4.12791 -0.80802 0.89338 1.42 1.91 -0.07 -0.426
N 2.78333 1.09694 -0.12673 -3.10 -5.50 -3.38 -0.629
N 2.34416 -1.19896 -0.16408 -1.56 0.34 -1.25 -0.481
N -3.48090 -0.07466 -0.22040 2.89 1.36 1.78 -0.381
H 3.13790 1.22790 1.99067 -0.24 -0.43 -1.33 0.217
H 3.48716 2.76507 1.11990 -0.64 -1.68 -1.26 0.249
H -1.88602 0.80987 0.81783 -0.11 -0.01 1.76 0.223
H -1.98556 2.19561 -1.27008 0.43 2.24 -0.02 0.281
H -2.09132 0.83015 -2.16563 -1.24 -1.22 -2.25 0.241
H -0.58899 0.93681 -1.30864 -2.17 0.93 0.52 0.243
H 4.31109 -1.63279 -1.18494 -1.03 0.00 -0.32 0.270
H 3.66862 -2.66889 0.14230 0.59 -0.17 -0.03 0.246
H 4.32534 -1.08508 0.37999 1.76 2.02 2.55 0.236
H -3.59532 -0.75720 1.87204 0.05 -0.59 -1.28 0.258
H -5.02604 -0.34854 1.03703 -2.54 1.88 0.75 0.247
H -4.49219 -1.64395 0.43965 -0.04 -3.35 -0.43 0.250
H 2.68579 1.53512 -0.97047 0.29 2.19 -2.52 0.427
H 1.64210 -1.96582 -0.23704 0.64 0.72 0.22 0.453
H -3.65742 -0.11784 -1.21182 -1.34 -0.84 -0.15 0.443
```
Forces are in eV/Å.

Properties
Spin multiplicity = 3
HOMO-LUMO gap (alpha / beta) = 6.082 / 9.147 eV
Total charge = +2

---

The calculation returns the following energy above the lowest of the compared OMol25 structures with the same formula, charge and spin values, one per record and in order: 102.21 26.65 75.52 144.90 61.30 kcal/mol.